DFT (ωB97M-V/def2-TZVPD) results for a 13-piece molecular cluster, C44H125N11O13 overall in a non-equilibrium geometry.

Lowest unoccupied orbital energy, eV: 0.33
E_tot, Ha: -3331.4507
Frontier orbital gap, eV: 9.10
ΔE to the lowest compared entry with this formula, charge and spin, eV: 5.225

Cartesian coordinates (Å):
C 2.665 2.879 2.619
C 2.565 2.818 4.206
C 1.781 1.665 4.813
O 0.577 1.420 4.134
C -0.583 1.302 4.990
N 3.906 2.966 4.667
H 1.739 3.067 2.078
H 2.964 1.898 2.249
H 3.259 3.704 2.226
H 2.002 3.735 4.380
H 1.747 1.773 5.897
H 2.415 0.787 4.685
H -0.818 2.331 5.262
H -0.479 0.647 5.855
H -1.336 0.820 4.366
H 4.217 2.020 4.833
H 4.431 3.192 3.834
C -0.014 -7.512 2.128
C 1.304 -6.835 1.761
C 1.902 -7.321 0.409
O 2.199 -8.699 0.556
C 2.049 -9.531 -0.608
N 0.830 -5.464 1.710
H -0.426 -7.165 3.076
H 0.016 -8.590 2.290
H -0.758 -7.339 1.351
H 1.983 -6.870 2.613
H 2.789 -6.751 0.132
H 1.214 -7.128 -0.415
H 2.378 -10.488 -0.203
H 2.787 -9.317 -1.381
H 1.073 -9.561 -1.093
H 0.131 -5.288 1.002
H 1.634 -4.900 1.475
C -5.059 -0.667 -0.827
C -5.807 -0.519 -2.153
C -5.905 -1.918 -2.811
O -4.557 -2.410 -3.101
C -4.442 -3.736 -3.469
N -7.097 0.016 -1.857
H -5.246 0.192 -0.182
H -3.992 -0.879 -0.900
H -5.496 -1.512 -0.294
H -5.238 0.114 -2.834
H -6.506 -1.859 -3.719
H -6.415 -2.649 -2.183
H -3.507 -3.895 -4.006
H -5.307 -4.086 -4.031
H -4.481 -4.412 -2.615
H -7.603 -0.727 -1.398
H -7.017 0.758 -1.177
C -4.760 5.110 2.827
C -3.527 4.545 2.169
C -2.293 4.354 3.161
O -1.918 5.662 3.639
C -0.807 5.619 4.513
N -3.909 3.262 1.589
H -4.560 6.145 3.105
H -4.961 4.589 3.763
H -5.643 5.065 2.190
H -3.237 5.173 1.327
H -1.471 3.841 2.662
H -2.657 3.758 3.998
H 0.072 5.320 3.941
H -0.884 4.985 5.396
H -0.702 6.656 4.835
H -4.226 3.545 0.673
H -3.088 2.804 1.220
C 7.894 0.309 -3.295
C 7.378 -0.551 -2.201
C 5.932 -0.300 -1.801
O 5.862 1.085 -1.349
C 4.595 1.552 -1.070
N 7.523 -1.946 -2.580
H 7.923 1.363 -3.021
H 7.268 0.257 -4.186
H 8.954 0.136 -3.483
H 7.978 -0.330 -1.318
H 5.677 -0.957 -0.970
H 5.173 -0.507 -2.555
H 3.844 1.183 -1.767
H 4.468 2.635 -1.069
H 4.329 1.162 -0.087
H 8.394 -2.031 -3.083
H 6.740 -2.149 -3.186
C 0.877 4.243 -4.792
C 1.569 5.562 -4.909
C 0.984 6.608 -3.937
O 1.509 7.912 -4.347
C 0.674 8.756 -5.206
N 2.962 5.450 -4.451
H -0.194 4.299 -4.985
H 0.914 3.872 -3.768
H 1.262 3.442 -5.424
H 1.608 5.813 -5.969
H 1.192 6.331 -2.903
H -0.083 6.607 -4.156
H 1.283 9.644 -5.372
H -0.161 9.173 -4.642
H 0.432 8.310 -6.171
H 2.982 5.213 -3.469
H 3.419 6.350 -4.474
C 4.172 -7.216 -2.953
C 3.987 -5.916 -3.824
C 2.893 -4.885 -3.232
O 1.678 -5.672 -3.291
C 0.543 -4.918 -2.820
N 5.265 -5.319 -3.914
H 3.375 -7.941 -3.120
H 4.014 -6.888 -1.925
H 5.117 -7.752 -3.035
H 3.685 -6.191 -4.834
H 2.778 -3.966 -3.806
H 3.163 -4.668 -2.199
H 0.059 -4.276 -3.556
H 0.732 -4.317 -1.930
H -0.198 -5.641 -2.480
H 5.711 -6.046 -4.455
H 5.097 -4.519 -4.507
C -0.454 6.898 -0.508
C -0.003 8.338 -0.617
C -1.021 9.417 -0.844
O -1.852 9.087 -1.851
C -2.704 10.198 -2.224
N 0.635 8.684 0.626
H -1.214 6.688 0.244
H 0.414 6.267 -0.318
H -0.846 6.640 -1.492
H 0.762 8.344 -1.394
H -0.506 10.377 -0.816
H -1.645 9.382 0.049
H -2.139 11.052 -2.595
H -3.417 10.605 -1.507
H -3.304 9.812 -3.049
H 0.670 9.693 0.629
H -0.011 8.518 1.385
C -0.621 3.120 -0.866
C -0.902 1.548 -0.863
C 0.189 0.687 -0.211
O -0.211 -0.683 -0.428
C 0.809 -1.664 -0.164
N -2.178 1.195 -0.171
H -1.508 3.613 -1.264
H 0.276 3.404 -1.417
H -0.476 3.530 0.133
H -1.027 1.247 -1.903
H 0.227 0.868 0.863
H 1.174 0.875 -0.638
H 0.427 -2.671 -0.331
H 1.101 -1.556 0.881
H 1.754 -1.433 -0.654
H -3.082 1.343 -0.597
H -2.119 0.211 0.051
C -1.263 -6.648 5.686
C -1.022 -5.131 5.888
C -0.219 -4.454 4.743
O -0.027 -3.010 4.937
C 0.639 -2.417 3.775
N -2.336 -4.584 6.070
H -0.274 -7.076 5.524
H -1.786 -6.771 4.738
H -1.806 -7.146 6.488
H -0.524 -4.997 6.848
H -0.718 -4.622 3.788
H 0.756 -4.941 4.744
H 1.629 -2.802 3.528
H 0.741 -1.337 3.883
H -0.004 -2.498 2.899
H -2.853 -4.773 5.223
H -2.014 -3.649 5.866
C -2.406 -3.617 1.603
C -3.672 -4.381 1.839
C -4.080 -5.305 0.743
O -3.050 -6.264 0.479
C -3.233 -7.081 -0.712
N -3.635 -5.130 3.054
H -2.270 -2.924 2.433
H -2.354 -2.952 0.740
H -1.670 -4.421 1.611
H -4.478 -3.653 1.921
H -4.378 -4.741 -0.140
H -4.983 -5.856 1.009
H -2.451 -7.834 -0.615
H -3.085 -6.407 -1.557
H -4.200 -7.584 -0.742
H -4.582 -5.344 3.333
H -3.330 -6.045 2.753
O 2.566 4.492 -1.063
H 3.505 4.556 -1.235
H 2.395 5.170 -0.409
O -3.558 5.019 -1.571
H -3.686 5.775 -2.143
H -2.611 4.877 -1.568

---

DFT (ωB97M-V/def2-TZVPD) results for C44H25CeCl5F3N4O5S as an isolated structure in a non-equilibrium geometry.

Lowest unoccupied orbital energy, eV: 1.10
E_tot, Ha: -5760.9421
Net charge: -1
Frontier orbital gap, eV: 5.94
ΔE to the lowest compared entry with this formula, charge and spin, eV: 0.000

Cartesian coordinates (Å):
Ce -17.544 11.359 8.882
O -19.081 12.266 10.368
C -19.717 11.806 11.394
C -21.139 11.867 11.573
C -21.768 11.298 12.673
C -21.013 10.883 13.784
C -19.650 10.875 13.705
C -18.965 11.285 12.560
C -17.585 11.229 12.591
N -16.767 11.177 11.517
N -15.522 10.879 11.824
C -14.833 10.577 10.735
O -15.375 10.598 9.531
C -13.439 10.182 10.875
C -12.874 10.146 12.189
C -11.678 9.437 12.313
C -11.043 8.855 11.240
C -11.569 9.031 9.967
C -12.771 9.656 9.797
H -21.709 12.236 10.740
H -22.840 11.101 12.576
H -21.472 10.432 14.691
H -19.017 10.472 14.504
H -17.154 11.174 13.561
H -13.371 10.569 13.036
H -11.135 9.385 13.236
H -10.259 8.105 11.341
H -11.017 8.624 9.119
H -13.220 9.771 8.806
Cl -13.728 9.542 2.110
C -14.645 9.856 3.497
C -14.686 8.941 4.596
Cl -13.707 7.530 4.535
C -15.357 9.152 5.756
Cl -15.463 8.014 7.031
C -16.132 10.363 5.862
O -16.790 10.619 6.929
C -16.151 11.292 4.762
Cl -16.942 12.799 5.005
C -15.450 10.969 3.587
Cl -15.637 11.987 2.251
O -16.554 15.219 7.008
S -17.074 14.447 8.103
O -16.237 13.470 8.860
N -18.295 13.413 7.685
C -19.333 13.633 6.901
C -19.731 14.780 6.185
C -20.988 14.792 5.576
C -21.822 13.678 5.387
C -21.366 12.468 5.922
C -22.027 11.253 5.655
C -21.511 10.106 6.215
C -20.395 10.137 7.021
N -19.717 11.305 7.275
C -20.177 12.431 6.721
C -17.845 15.583 9.207
C -18.450 16.687 8.675
C -19.298 17.471 9.433
C -19.516 17.199 10.799
C -18.862 16.093 11.341
C -18.116 15.211 10.514
H -19.093 15.663 6.210
H -21.352 15.733 5.088
H -22.802 13.758 4.879
H -22.979 11.252 5.125
H -21.893 9.113 5.932
H -19.973 9.214 7.420
H -18.339 16.935 7.612
H -19.852 18.265 9.001
H -20.256 17.746 11.383
H -18.980 15.807 12.374
H -17.802 14.257 10.908
F -19.773 2.252 11.933
C -19.598 2.382 10.560
F -18.881 1.328 10.141
F -20.849 2.196 9.937
C -19.093 3.756 10.187
C -18.203 4.481 10.985
C -17.893 5.825 10.839
C -18.472 6.563 9.784
C -19.207 5.797 8.816
C -19.505 4.457 9.043
C -18.389 7.925 9.605
C -18.480 9.177 9.406
H -17.719 3.997 11.796
H -17.253 6.342 11.576
H -19.586 6.260 7.925
H -20.097 3.885 8.302

---

DFT (ωB97M-V/def2-TZVPD) results for C44H30Cl2N7O2P2Se2Tl as an isolated structure.

Lowest unoccupied orbital energy, eV: 3.72
E_tot, Ha: -8807.1249
Net charge: -2
Frontier orbital gap, eV: 5.66

Cartesian coordinates (Å):
Tl 2.825 1.655 1.128
Cl 0.645 4.550 -5.230
C 1.017 4.400 -3.524
C 1.942 3.449 -3.129
C 2.317 3.296 -1.787
N 3.228 2.332 -1.328
C 4.015 1.659 -2.154
O 4.107 1.677 -3.402
C 4.964 0.666 -1.484
C 5.436 -0.401 -2.253
C 6.293 -1.321 -1.682
C 6.690 -1.139 -0.362
C 6.194 -0.040 0.316
N 5.351 0.839 -0.222
C 1.725 4.162 -0.816
C 0.771 5.090 -1.249
C 0.421 5.214 -2.581
Cl -0.770 6.416 -3.032
N 2.058 4.000 0.535
C 1.890 4.997 1.395
O 1.581 6.189 1.202
C 2.077 4.634 2.859
C 1.242 5.257 3.791
C 1.377 4.949 5.128
C 2.365 4.049 5.514
C 3.159 3.497 4.526
N 3.021 3.774 3.230
H 2.391 2.809 -3.867
H 5.114 -0.466 -3.283
H 6.649 -2.172 -2.251
H 7.366 -1.832 0.125
H 6.478 0.148 1.347
H 0.299 5.726 -0.521
H 0.508 5.964 3.428
H 0.722 5.400 5.865
H 2.507 3.772 6.552
H 3.943 2.787 4.777
Se -5.164 0.750 1.968
P -3.685 -0.543 1.197
C -4.154 -1.006 -0.502
C -4.135 0.051 -1.418
C -4.528 -0.156 -2.729
C -4.954 -1.416 -3.138
C -4.972 -2.466 -2.234
C -4.570 -2.263 -0.917
C -3.612 -2.019 2.256
C -2.560 -2.135 3.162
C -2.582 -3.125 4.136
C -3.646 -4.013 4.203
C -4.702 -3.895 3.306
C -4.695 -2.892 2.350
C -2.027 0.106 1.069
C -0.730 -0.360 0.808
N 0.069 0.720 0.764
N -0.675 1.796 0.992
N -1.930 1.453 1.205
P 0.174 -1.796 0.222
Se 1.877 -2.311 1.354
C 0.589 -1.257 -1.471
C 1.915 -1.236 -1.883
C 2.255 -0.683 -3.112
C 1.272 -0.157 -3.935
C -0.055 -0.170 -3.524
C -0.394 -0.703 -2.291
C -0.923 -3.255 0.066
C -1.606 -3.572 -1.104
C -2.363 -4.734 -1.184
C -2.463 -5.580 -0.092
C -1.780 -5.274 1.079
C -1.006 -4.127 1.153
H -3.804 1.031 -1.090
H -4.500 0.666 -3.434
H -5.274 -1.576 -4.161
H -5.290 -3.452 -2.553
H -4.563 -3.092 -0.223
H -1.732 -1.437 3.113
H -1.762 -3.199 4.841
H -3.659 -4.791 4.957
H -5.547 -4.570 3.370
H -5.554 -2.753 1.706
H 2.682 -1.617 -1.218
H 3.296 -0.632 -3.406
H 1.542 0.295 -4.882
H -0.827 0.273 -4.144
H -1.418 -0.639 -1.947
H -1.526 -2.932 -1.971
H -2.877 -4.974 -2.106
H -3.067 -6.478 -0.152
H -1.846 -5.934 1.936
H -0.434 -3.906 2.046

---

DFT (ωB97M-V/def2-TZVPD) results for C44H30Cl6F3GeN5O8SSbSeTi as an isolated structure.

Lowest unoccupied orbital energy (spin up / spin down), eV: 2.96 / 3.27
E_tot, Ha: -11597.8070
Net charge: -2
Frontier orbital gap (spin up / spin down), eV: 5.08 / 6.86
ΔE to the lowest compared entry with this formula, charge and spin, eV: 0.761
Multiplicity: 2

Cartesian coordinates (Å):
Ti -0.366 1.409 0.402
O 5.519 -0.694 -0.402
C 5.143 -1.566 0.520
O 5.942 -2.313 1.034
C 3.700 -1.581 0.906
C 3.165 -2.462 1.831
Cl 3.931 -3.619 2.818
N 1.834 -2.207 1.930
N 1.473 -1.203 1.140
C 2.558 -0.815 0.516
C 2.417 0.364 -0.375
O 3.355 0.803 -1.026
O 1.244 0.883 -0.352
C 0.853 -2.739 2.819
C 0.025 -1.835 3.467
C -0.950 -2.319 4.324
C -1.089 -3.684 4.529
C -0.271 -4.576 3.848
C 0.701 -4.107 2.977
H 4.752 -0.111 -0.686
H 0.127 -0.773 3.265
H -1.617 -1.620 4.811
H -1.864 -4.058 5.185
H -0.410 -5.642 3.968
H 1.315 -4.795 2.415
Cl -2.334 0.084 -4.824
Ge -2.941 1.103 -2.774
Cl -0.736 1.866 -2.373
Cl -3.687 3.073 -3.722
O -3.944 0.694 0.687
S -2.678 0.321 1.247
O -1.921 1.499 1.820
O -1.641 0.000 0.110
O -2.713 -0.803 2.161
Se -3.772 4.456 0.089
N -2.774 5.830 0.679
C -1.520 5.419 0.674
C -0.361 6.164 1.008
C 0.866 5.522 0.924
C 0.975 4.177 0.591
N -0.102 3.416 0.301
C -1.319 4.049 0.242
N -2.368 3.382 -0.147
H -0.446 7.200 1.306
H 1.776 6.061 1.150
H 1.929 3.668 0.592
F 4.788 2.358 8.481
C 3.612 1.687 8.501
F 3.905 0.453 8.970
F 2.849 2.282 9.438
C 2.961 1.646 7.157
C 1.702 2.193 6.949
C 1.127 2.141 5.691
C 1.801 1.545 4.621
C 3.069 0.994 4.849
C 3.642 1.043 6.104
C 1.196 1.491 3.328
C 0.677 1.448 2.230
H 1.172 2.657 7.769
H 0.144 2.557 5.516
H 3.592 0.526 4.025
H 4.622 0.613 6.271
C -3.998 -6.080 4.035
C -4.062 -4.693 4.053
C -3.451 -3.952 3.050
C -2.781 -4.583 1.998
C -2.725 -5.975 1.993
C -3.323 -6.719 3.004
Sb -1.815 -3.326 0.523
C -3.636 -2.897 -0.534
C -3.625 -2.790 -1.924
C -4.774 -2.443 -2.622
C -5.949 -2.179 -1.933
C -5.967 -2.263 -0.549
C -4.819 -2.618 0.144
C -1.258 -4.954 -0.796
C 0.104 -5.175 -0.997
C 0.557 -6.166 -1.861
C -0.358 -6.954 -2.546
C -1.719 -6.744 -2.362
C -2.162 -5.753 -1.496
H -4.470 -6.659 4.820
H -4.583 -4.183 4.856
H -3.478 -2.868 3.093
H -2.204 -6.492 1.195
H -3.264 -7.801 2.983
H -2.713 -2.970 -2.480
H -4.731 -2.338 -3.697
H -6.839 -1.881 -2.473
H -6.872 -2.028 -0.001
H -4.850 -2.654 1.225
H 0.829 -4.544 -0.491
H 1.620 -6.312 -2.009
H -0.012 -7.720 -3.230
H -2.439 -7.349 -2.903
H -3.227 -5.588 -1.372
Cl 1.896 -1.938 -4.376
C 0.270 -2.283 -3.742
Cl 0.084 -1.750 -2.073
H 0.130 -3.359 -3.771
H -0.457 -1.745 -4.342